# 1
{
  "formula": "C37H23BCsF4I2N14O",
  "method": "the ωB97M-V functional and the def2-TZVPD basis",
  "elements": ["Cs", "C", "C", "N", "N", "C", "B", "N", "C", "C", "C", "N", "N", "C", "C", "C", "N", "N", "C", "C", "C", "N", "H", "H", "H", "H", "H", "H", "H", "H", "H", "H", "H", "H", "I", "C", "C", "C", "I", "C", "O", "C", "C", "N", "C", "C", "C", "C", "C", "C", "N", "C", "H", "H", "H", "H", "H", "H", "H", "H", "H", "H", "H", "F", "C", "C", "F", "C", "C", "C", "F", "C", "C", "C", "N", "C", "N", "F", "C", "C", "N", "C", "N"],
  "xyz": [[-1.801, 0.620, 0.376], [0.798, -3.773, 1.703], [0.702, -2.461, 1.223], [-0.465, -2.246, 0.629], [-1.151, -3.409, 0.722], [-0.407, -4.343, 1.357], [-2.509, -3.542, -0.072], [-2.179, -3.088, -1.515], [-1.300, -3.773, -2.288], [-1.111, -3.066, -3.450], [-1.925, -1.929, -3.287], [-2.552, -1.945, -2.122], [-3.666, -2.738, 0.569], [-4.679, -3.236, 1.321], [-5.483, -2.185, 1.705], [-4.877, -1.068, 1.109], [-3.789, -1.410, 0.434], [-2.975, -5.011, -0.140], [-3.684, -5.579, -1.143], [-4.151, -6.793, -0.705], [-3.682, -6.883, 0.617], [-2.989, -5.808, 0.957], [1.621, -4.241, 2.217], [1.439, -1.671, 1.270], [-0.794, -5.328, 1.530], [-0.877, -4.707, -1.956], [-0.489, -3.329, -4.288], [-2.086, -1.108, -3.969], [-4.756, -4.289, 1.535], [-6.380, -2.228, 2.297], [-5.195, -0.032, 1.118], [-3.805, -5.081, -2.091], [-4.735, -7.509, -1.257], [-3.816, -7.681, 1.330], [3.543, -2.381, 5.635], [1.878, -1.502, 4.749], [0.665, -2.185, 4.765], [-0.430, -1.622, 4.151], [-2.260, -2.565, 4.059], [-0.325, -0.330, 3.488], [-1.286, 0.177, 2.892], [0.960, 0.363, 3.536], [1.009, 1.728, 2.903], [1.026, 1.735, 1.431], [2.333, 1.842, 0.817], [2.239, 1.892, -0.696], [3.398, 2.060, -1.452], [3.316, 1.997, -2.831], [2.078, 1.791, -3.425], [0.976, 1.668, -2.597], [1.046, 1.721, -1.265], [2.022, -0.230, 4.148], [0.587, -3.157, 5.231], [1.875, 2.281, 3.271], [0.128, 2.280, 3.236], [0.566, 0.917, 1.054], [3.004, 1.003, 1.066], [2.827, 2.747, 1.186], [4.352, 2.203, -0.956], [4.207, 2.095, -3.439], [1.972, 1.727, -4.499], [-0.012, 1.514, -3.017], [2.979, 0.273, 4.194], [-0.640, 4.479, -2.298], [0.607, 4.810, -2.010], [1.492, 4.938, -3.007], [1.087, 4.748, -4.251], [2.887, 5.272, -2.767], [3.203, 5.628, -1.393], [2.309, 5.529, -0.401], [2.677, 5.851, 0.828], [0.956, 5.047, -0.619], [0.086, 4.822, 0.400], [-1.209, 4.218, 0.233], [-2.173, 3.589, 0.238], [0.404, 5.069, 1.779], [0.595, 5.217, 2.902], [4.427, 6.040, -1.111], [3.836, 5.210, -3.739], [5.224, 5.502, -3.515], [6.349, 5.711, -3.417], [3.559, 4.750, -5.073], [3.399, 4.401, -6.155]],
  "forces_ev_per_angstrom": [[-0.6028, -0.1490, -1.5529], [0.0395, -0.0244, 0.0148], [-0.0122, 0.0177, -0.0727], [-0.0922, 0.0046, 0.0971], [-0.0561, -0.1266, -0.0634], [-0.0678, 0.1526, -0.0477], [0.0866, 0.1335, -0.0299], [0.1769, -0.2077, -0.0505], [-0.0765, 0.1001, 0.0097], [0.0068, 0.0475, -0.0494], [0.0773, -0.0791, 0.0328], [-0.1563, 0.1344, 0.0902], [0.0799, -0.2322, -0.1257], [-0.0141, 0.0469, 0.0365], [0.0759, -0.0555, -0.1439], [-0.0152, 0.1078, 0.0025], [-0.3126, -0.0119, 0.3496], [0.0608, -0.0477, 0.1453], [0.0280, 0.0709, -0.0676], [-0.0149, -0.0580, 0.0269], [0.0091, 0.0349, -0.0327], [0.0933, 0.0259, 0.0069], [-0.0023, -0.0005, -0.0008], [-0.0123, 0.0057, -0.0052], [-0.0860, -0.0947, -0.0165], [-0.0088, -0.0095, 0.0143], [0.0029, -0.0140, 0.0078], [-0.0118, -0.0016, -0.0009], [0.0405, 0.0327, -0.0343], [-0.0074, -0.0013, -0.0027], [0.0183, -0.1079, 0.0748], [0.0117, 0.0168, 0.0143], [-0.0017, 0.0081, -0.0005], [0.0035, 0.0048, 0.0034], [-0.1452, 0.0784, -0.0792], [0.1629, -0.0863, 0.0882], [-0.0155, 0.0028, -0.0164], [-0.1534, -0.0194, -0.0598], [0.1678, 0.0560, 0.0085], [0.0160, -0.0396, 0.0588], [0.2319, 0.0336, 0.9976], [0.0155, -0.0196, -0.0322], [-0.0230, 0.0530, 0.0229], [0.1337, 0.2101, 0.0854], [-0.0469, -0.0882, -0.0171], [-0.0356, 0.0157, -0.0577], [0.0155, -0.0518, 0.0013], [0.0221, -0.0018, 0.0108], [0.0028, -0.0109, -0.0039], [0.0316, -0.0508, -0.0031], [0.0093, -0.1201, 0.1389], [0.0016, -0.0384, 0.0200], [0.0151, -0.0002, 0.0068], [0.0438, -0.0467, -0.0460], [-0.0016, -0.0096, -0.0077], [0.2584, 0.0585, 0.1836], [0.0244, 0.0300, 0.0410], [-0.0111, 0.0279, -0.0207], [0.0024, -0.0110, -0.0029], [0.0092, -0.0047, -0.0032], [-0.0105, 0.0001, 0.0031], [-0.0072, -0.0152, 0.0041], [0.0006, 0.0015, -0.0003], [-0.1079, -0.0377, 0.0416], [0.2471, 0.1180, -0.0081], [0.0083, 0.0555, 0.2674], [0.0292, -0.0497, -0.0790], [0.1438, 0.0004, -0.1470], [-0.2367, -0.0100, -0.0085], [-0.0047, -0.0115, -0.2043], [0.0236, -0.0024, 0.0961], [-0.2342, -0.0283, 0.0963], [0.0368, 0.0535, -0.0312], [0.0440, -0.4802, 0.1264], [0.1066, 0.7706, -0.1094], [-0.0335, -0.1301, -0.0300], [-0.0192, 0.0207, 0.0088], [0.1148, 0.0197, 0.0023], [-0.0854, -0.0817, 0.0644], [-0.0630, 0.0117, -0.0875], [0.0123, -0.0198, 0.0045], [0.0074, 0.2136, 0.0452], [0.0359, -0.0892, 0.0016]],
  "mulliken_charge": [1.661, -1.224, -0.528, -0.215, 1.234, -0.572, -0.205, 1.194, -0.381, -0.954, -0.467, -1.063, 0.664, -0.449, -0.898, -0.399, -0.416, 0.678, -0.278, -0.983, -0.219, -1.165, 0.474, 0.480, 0.568, 0.477, 0.417, 0.530, 0.418, 0.431, 0.415, 0.439, 0.415, 0.468, 0.129, -0.265, -0.370, -0.482, 0.280, 0.551, -0.844, 0.305, -1.627, 1.067, -1.258, 0.683, -1.193, -0.418, -0.840, -0.427, 0.169, -0.265, 0.419, 0.584, 0.449, -0.672, 0.414, 0.479, 0.524, 0.574, 0.516, 0.505, 0.468, -0.423, 0.255, 0.313, -0.367, 0.352, 0.437, 0.023, -0.372, 0.541, 1.349, -0.213, -0.619, -0.169, -0.538, -0.331, 0.979, -0.180, -0.472, -0.079, -0.488],
  "multiplicity": 2,
  "s_squared": 0.787,
  "total_charge": 0,
  "homo_energy_ha": [-0.3084, -0.3103],
  "energy_ev": -89944.4547,
  "de_lowest_kj_mol": 28.0,
  "gap_ha": [0.172, 0.174]
}

***

# 2
{
  "formula": "C34H44BCsGe2N5OS2",
  "method": "the ωB97M-V functional and the def2-TZVPD basis",
  "elements": ["Cs", "B", "N", "C", "C", "C", "N", "N", "C", "C", "C", "N", "H", "H", "H", "H", "H", "H", "H", "H", "C", "C", "Ge", "C", "C", "C", "C", "Ge", "C", "C", "C", "C", "C", "C", "C", "C", "C", "C", "H", "H", "H", "H", "H", "H", "H", "H", "H", "H", "H", "H", "H", "H", "H", "H", "H", "H", "H", "H", "H", "H", "H", "H", "H", "H", "S", "C", "N", "C", "C", "S", "H", "H", "H", "H", "H", "O", "C", "C", "C", "C", "C", "C", "C", "C", "C", "H", "H", "H", "H", "H"],
  "xyz": [[1.032, 1.364, -0.084], [3.952, -0.667, 1.499], [3.026, 0.140, 2.433], [3.414, 1.109, 3.284], [2.294, 1.617, 3.902], [1.236, 0.870, 3.353], [1.679, -0.015, 2.469], [4.576, 0.251, 0.418], [5.825, 0.211, -0.081], [5.965, 1.235, -0.992], [4.714, 1.870, -0.973], [3.882, 1.273, -0.130], [4.844, -1.243, 2.073], [3.211, -1.515, 0.970], [4.457, 1.364, 3.380], [2.250, 2.396, 4.644], [0.176, 0.917, 3.564], [6.519, -0.539, 0.259], [6.836, 1.491, -1.570], [4.381, 2.736, -1.526], [-4.580, -3.131, -2.899], [-4.446, -3.751, -1.513], [-3.943, -2.701, 0.114], [-3.998, -0.810, -0.520], [-3.204, -0.281, -1.717], [-1.375, -2.558, -0.098], [-1.190, -3.532, -0.779], [2.563, -2.972, 0.003], [3.137, -2.086, -1.702], [2.699, -3.011, -2.842], [4.264, -3.997, 0.235], [4.339, -4.845, 1.497], [-0.889, -4.640, -1.640], [-0.100, -5.680, -1.147], [0.267, -6.721, -1.985], [-0.153, -6.733, -3.308], [-0.940, -5.699, -3.797], [-1.310, -4.652, -2.968], [-5.006, -3.831, -3.625], [-3.621, -2.793, -3.296], [-5.224, -2.248, -2.888], [-3.800, -4.635, -1.535], [-5.419, -4.144, -1.187], [-3.752, -0.230, 0.374], [-5.074, -0.636, -0.675], [-2.170, -0.633, -1.711], [-3.168, 0.812, -1.718], [-3.630, -0.597, -2.670], [-1.325, -1.669, 0.488], [4.218, -1.921, -1.717], [2.670, -1.103, -1.829], [3.191, -3.987, -2.789], [2.929, -2.599, -3.829], [1.622, -3.206, -2.816], [5.100, -3.294, 0.182], [4.336, -4.621, -0.665], [4.321, -4.218, 2.392], [5.244, -5.458, 1.554], [3.484, -5.521, 1.579], [0.234, -5.644, -0.120], [0.889, -7.519, -1.600], [0.140, -7.549, -3.957], [-1.263, -5.703, -4.830], [-1.909, -3.837, -3.345], [-2.248, 0.538, 3.081], [-2.430, 2.077, 2.471], [-1.805, 3.172, 2.904], [-1.872, 4.393, 2.100], [-3.033, 4.212, 1.109], [-3.469, 2.451, 1.128], [-1.071, 3.030, 3.583], [-0.928, 4.479, 1.556], [-2.031, 5.253, 2.749], [-2.687, 4.469, 0.109], [-3.901, 4.809, 1.385], [0.749, 0.553, -3.323], [0.418, -0.343, -2.726], [-0.417, 3.733, -0.841], [0.125, 4.812, -1.101], [0.734, 6.078, -1.411], [1.088, 6.413, -2.723], [1.673, 7.634, -3.017], [1.922, 8.559, -2.011], [1.575, 8.243, -0.703], [0.990, 7.020, -0.409], [0.891, 5.694, -3.509], [1.936, 7.863, -4.043], [2.380, 9.512, -2.243], [1.764, 8.951, 0.095], [0.723, 6.773, 0.611]],
  "forces_ev_per_angstrom": [[-0.4521, -0.2438, 0.1980], [0.1199, 0.0356, -0.0666], [-0.0129, -0.0769, -0.0220], [0.0258, -0.0603, -0.1055], [-0.0846, -0.0155, -0.0127], [0.1023, 0.0327, 0.1838], [0.3627, -0.0768, 0.1765], [-0.1740, 0.0999, 0.1682], [-0.0630, -0.1083, 0.0891], [-0.0341, 0.0618, -0.0151], [0.0209, -0.0223, -0.0669], [0.6741, -0.1242, -0.0158], [-0.0480, 0.0270, 0.0180], [-0.1151, 0.0544, 0.0236], [0.0142, 0.0176, 0.0112], [0.0012, 0.0040, 0.0153], [0.1322, -0.0340, 0.0026], [0.0222, -0.0095, -0.0036], [0.0103, 0.0028, -0.0050], [0.0166, -0.0024, -0.0268], [-0.0466, 0.0631, -0.0699], [-0.0963, -0.1487, -0.1383], [0.1092, -0.1681, 0.2470], [-0.0057, 0.2010, -0.0406], [0.0127, 0.0306, -0.0591], [0.0612, 0.1284, 0.1693], [-0.0153, -0.0184, -0.3964], [-0.2730, 0.0467, 0.1299], [-0.0137, 0.0908, -0.1410], [0.0481, 0.0330, -0.1543], [0.2356, 0.0434, 0.0161], [-0.0044, -0.0645, 0.1241], [-0.0203, 0.1356, 0.2480], [0.0287, -0.0733, -0.0347], [-0.0206, 0.0382, 0.0526], [0.0218, -0.0077, 0.0342], [-0.0251, -0.0035, 0.0128], [0.0836, -0.0504, -0.0589], [0.0221, -0.0167, -0.0042], [-0.0219, -0.0046, 0.0404], [-0.0382, -0.0338, 0.0594], [-0.0218, -0.0042, -0.0417], [-0.0332, -0.0237, -0.0887], [0.0441, -0.0141, -0.0416], [0.0007, 0.0017, -0.0247], [-0.0117, -0.0009, 0.0532], [0.0013, 0.0004, 0.0101], [-0.0182, 0.0096, 0.0507], [-0.0429, 0.0246, 0.1715], [-0.0036, -0.0189, -0.0618], [0.0601, -0.0822, 0.0964], [0.0269, -0.0035, 0.0411], [0.0038, 0.0017, 0.0024], [-0.0203, 0.0354, 0.0280], [0.0378, -0.0310, 0.0122], [0.0047, -0.0507, 0.0112], [-0.0004, 0.0357, -0.0286], [0.0049, 0.0178, -0.0425], [-0.0142, -0.0001, -0.0414], [0.0024, 0.0046, 0.0031], [0.0002, -0.0201, -0.0212], [-0.0090, 0.0094, -0.0283], [-0.0028, -0.0033, -0.0039], [0.0269, -0.0112, 0.0084], [-0.2801, 0.1989, -0.1279], [-0.0330, -0.2486, -0.0351], [-0.0022, -0.0235, 0.1840], [0.1688, -0.3837, 0.0088], [0.1944, 0.1061, 0.0369], [-0.0651, 0.0277, -0.0826], [-0.0115, 0.0942, -0.0236], [-0.1473, 0.2292, -0.1068], [0.0334, 0.0322, -0.0134], [-0.0236, -0.0063, -0.0202], [-0.0146, -0.0481, 0.0040], [-0.0178, -0.0984, -0.0869], [-0.1046, -0.0435, -0.2832], [-0.2654, 0.6114, -0.1347], [0.0294, 0.0470, -0.0049], [-0.0867, -0.2019, 0.0548], [0.0089, 0.0210, -0.0635], [-0.0200, -0.0447, -0.0027], [-0.0084, -0.0037, -0.0051], [-0.0189, -0.0682, -0.0115], [0.0292, 0.0821, 0.0570], [0.0127, 0.0115, 0.0041], [0.0110, 0.0211, 0.0073], [0.0029, 0.0042, 0.0036], [0.0011, 0.0100, 0.0002], [0.0114, 0.0134, -0.0054]],
  "mulliken_charge": [1.233, 0.668, 0.446, -0.470, -0.743, -0.167, -0.689, 0.256, -0.414, -0.876, -0.554, -0.187, -0.171, -0.751, 0.448, 0.406, 0.204, 0.440, 0.398, 0.481, -0.957, -0.797, 0.217, -0.486, -0.408, -1.406, -0.415, 0.247, -0.322, -1.188, -0.593, -1.193, 0.670, -0.261, -0.617, -0.434, -0.771, 0.068, 0.344, 0.103, 0.379, 0.306, 0.418, -0.145, 0.443, -0.180, 0.390, 0.254, 1.068, 0.430, 0.214, 0.390, 0.367, 0.153, 0.265, 0.372, 0.266, 0.366, 0.289, 0.543, 0.419, 0.388, 0.401, 0.450, -0.338, 0.294, -0.214, -0.459, -0.432, -0.063, 0.263, 0.099, 0.293, 0.244, 0.429, -0.254, 0.108, -2.571, 1.055, 0.813, -0.493, -0.399, -0.402, -0.498, -0.375, 0.426, 0.352, 0.366, 0.354, 0.397],
  "total_charge": -1,
  "homo_energy_ha": -0.1798,
  "energy_ev": -181392.9947,
  "de_lowest_kj_mol": 340.3,
  "gap_ha": 0.256
}

***

# 3
{
  "formula": "C4H5NO2",
  "method": "the ωB97M-V functional and the def2-TZVPD basis",
  "elements": ["O", "C", "C", "O", "N", "C", "C", "H", "H", "H", "H", "H"],
  "xyz": [[1.816, 1.616, 0.411], [2.004, 0.426, 0.396], [0.964, -0.608, -0.037], [1.207, -1.787, 0.124], [-0.161, -0.114, -0.645], [-1.472, -0.652, -0.402], [-1.138, 0.764, -0.047], [2.945, -0.050, 0.734], [-1.547, -1.382, 0.401], [-2.067, -0.871, -1.284], [-1.482, 1.578, -0.681], [-1.013, 1.019, 1.004]],
  "forces_ev_per_angstrom": [[0.0582, -0.6803, -0.0315], [0.0520, 0.5339, 0.0874], [-0.1112, -0.2770, -0.0364], [-0.0620, 0.4205, -0.0323], [0.2774, -0.1138, -0.0123], [-0.1802, -0.1875, -0.0092], [-0.0774, 0.2290, 0.1011], [-0.0659, 0.1018, -0.0404], [-0.0090, 0.1201, -0.0823], [0.0851, 0.1067, 0.1368], [0.0631, -0.1538, 0.1044], [-0.0303, -0.0996, -0.1854]],
  "mulliken_charge": [-0.445, 0.062, 0.445, -0.533, -0.136, -0.416, -0.267, 0.361, 0.238, 0.238, 0.227, 0.225],
  "total_charge": 0,
  "homo_energy_ha": -0.3673,
  "energy_ev": -9812.4058,
  "de_lowest_kj_mol": 184.2,
  "gap_ha": 0.357
}